The following is a quantum chemistry calculation of a molecular structure, C27H81IN19O15Sn, from the OMol25 dataset.

The frontier orbital gap is 7.294 eV. The calculation puts the largest force on an atom at 6.82 eV/Å. The net charge is +1. The value obtained for the HOMO energy is -9.80 eV.

Each line ends with the Löwdin charge.
Cartesian coordinates (Å):
Sn1 -0.33444 0.58890 -1.10602  1.586
I1 1.07292 2.90394 -3.94160  -0.153
C1 -2.57019 2.81460 -6.54673  -0.088
O1 -2.37898 1.54147 -5.98482  -0.216
C2 -3.24780 1.24432 -4.93094  -0.232
C3 -2.97700 -0.14172 -4.39668  -0.242
N1 -1.59792 -0.29388 -4.16287  -0.047
C4 -1.12776 -1.66885 -4.15715  -0.171
C5 -1.69871 -2.63915 -3.07568  -0.146
O2 -1.35563 -2.21698 -1.72068  -0.328
C6 -1.89749 -2.99070 -0.67522  -0.097
H1 -3.61560 2.93027 -6.83278  0.089
H2 -1.92980 2.84003 -7.42840  0.098
H3 -2.25570 3.52800 -5.78499  0.075
H4 -4.29604 1.29994 -5.22458  0.126
H5 -3.10955 1.95737 -4.11821  0.115
H6 -3.39497 -0.85702 -5.10502  0.128
H7 -3.55783 -0.23988 -3.47957  0.099
H8 -1.23232 0.38201 -4.81830  0.083
H9 -0.03792 -1.67873 -4.14193  0.097
H10 -1.39949 -2.14305 -5.10023  0.120
H11 -1.57152 -3.70321 -3.27489  0.126
H12 -2.78384 -2.54816 -3.02749  0.112
H13 -2.93884 -2.67768 -0.59979  0.064
H14 -1.37955 -2.73216 0.24836  0.086
H15 -1.90362 -4.05435 -0.91341  0.097
C7 4.05852 -0.31692 -5.34311  -0.100
O3 3.99178 -1.01088 -4.13784  -0.223
C8 4.78363 -0.39774 -3.07750  -0.155
C9 6.24450 -0.93945 -3.12321  -0.225
N2 7.13779 -0.19989 -2.30485  -0.045
C10 6.77413 -0.35765 -0.89122  -0.201
C11 7.79253 0.33871 0.01066  -0.222
O4 9.04320 -0.34582 -0.00487  -0.206
C12 9.97264 -0.07308 1.01456  -0.109
H16 3.65727 0.68491 -5.19001  0.065
H17 3.39541 -0.69357 -6.12191  0.100
H18 5.08608 -0.17213 -5.67666  0.089
H19 4.35538 -0.63582 -2.10384  0.098
H20 4.77938 0.68921 -3.15879  0.124
H21 6.60216 -0.82876 -4.14690  0.114
H22 6.23776 -2.01873 -2.97077  0.122
H23 8.06957 -0.55495 -2.46553  0.117
H24 6.81304 -1.39400 -0.55572  0.122
H25 5.82242 0.11068 -0.64020  0.091
H26 7.45252 0.37390 1.04568  0.116
H27 7.95287 1.38543 -0.24770  0.119
H28 10.05583 0.96246 1.34446  0.089
H29 10.94958 -0.28753 0.58130  0.086
H30 9.78285 -0.81807 1.78726  0.089
C13 -3.23688 -2.98385 4.27031  -0.091
O5 -4.15063 -1.98285 3.77532  -0.209
C14 -4.17613 -1.87952 2.32981  -0.187
C15 -4.98169 -2.94707 1.49526  -0.183
N3 -6.36275 -3.11775 1.95913  -0.045
C16 -6.51663 -3.87635 3.18894  -0.212
C17 -6.57447 -5.38582 3.01319  -0.215
O6 -5.28421 -5.94957 3.02180  -0.210
C18 -5.18992 -7.30164 3.38469  -0.109
H31 -3.35607 -3.12279 5.34483  0.091
H32 -2.18580 -2.75859 4.08979  0.058
H33 -3.44952 -3.92224 3.75815  0.075
H34 -3.19845 -1.63775 1.91295  0.098
H35 -4.77228 -0.98382 2.15532  0.095
H36 -4.46175 -3.90462 1.52451  0.106
H37 -4.92418 -2.65958 0.44543  0.097
H38 -6.64148 -2.18844 2.23980  0.093
H39 -7.45720 -3.46047 3.55015  0.123
H40 -5.81790 -3.63301 3.98936  0.105
H41 -7.11678 -5.59109 2.09022  0.126
H42 -7.14146 -5.78031 3.85640  0.119
H43 -5.85170 -7.95191 2.81258  0.086
H44 -5.48859 -7.46919 4.41950  0.086
H45 -4.15033 -7.53453 3.15426  0.092
C19 1.86287 -2.77907 -2.49252  -0.144
O7 1.83212 -1.37750 -2.63450  -0.199
H46 1.67931 -3.23737 -3.46431  0.087
H47 2.80745 -3.10109 -2.05416  0.084
H48 1.06395 -3.03211 -1.79552  0.068
H49 2.61100 -1.14249 -3.14414  0.014
C20 3.13204 1.81485 3.79956  -0.757
O8 4.30092 1.59552 3.54146  0.010
N4 2.10698 1.44472 3.08216  0.213
N5 2.79727 2.48478 4.88333  0.173
H50 1.18169 1.69429 3.40094  0.089
H51 2.15040 0.95842 2.19801  0.091
H52 1.84499 2.75249 5.08730  0.082
H53 3.44020 2.59813 5.65396  0.120
C21 3.57017 2.18887 -0.34090  -0.795
O9 2.77768 1.26303 -0.24243  -0.064
N6 4.51811 2.34153 0.54903  0.207
N7 3.67548 2.92485 -1.35652  0.195
H54 5.22586 2.98217 0.21924  0.114
H55 4.45782 2.03589 1.50978  0.076
H56 4.42344 3.60206 -1.40175  0.130
H57 3.01340 2.78663 -2.10662  -0.058
C22 -1.31042 3.91201 4.18311  -0.806
O10 -0.12533 4.16691 4.37924  0.005
N8 -1.81260 3.69699 3.00297  0.206
N9 -2.11179 3.97705 5.14642  0.194
H58 -1.32576 3.50732 2.13860  0.063
H59 -2.82000 3.67066 2.93565  0.107
H60 -3.05117 3.85598 4.79569  0.117
H61 -1.91218 4.46693 6.00682  0.145
C23 0.55646 4.07875 0.69062  -0.804
O11 -0.22731 3.14858 0.72865  -0.061
N10 0.95561 4.66277 1.73951  0.211
N11 0.89129 4.73942 -0.34162  0.205
H62 1.58247 5.45303 1.68829  0.133
H63 0.55649 4.35653 2.61531  0.065
H64 1.41534 5.60224 -0.31004  0.128
H65 0.69243 4.40803 -1.27475  0.035
C24 -0.77777 -0.09619 2.99890  -0.779
O12 -0.88796 0.33379 1.86863  -0.064
N12 -0.08334 -1.18890 3.28838  0.183
N13 -1.32202 0.35703 4.07037  0.211
H66 0.36509 -1.54259 2.45537  0.067
H67 0.16796 -1.52485 4.20712  0.123
H68 -1.17320 -0.18571 4.90905  0.126
H69 -1.95275 1.14568 4.08846  0.110
C25 -2.74644 4.09183 -1.58961  -0.754
O13 -2.32636 2.95479 -1.40266  -0.067
N14 -2.24273 4.93134 -2.46141  0.184
N15 -3.69830 4.66317 -0.90160  0.173
H70 -2.69508 5.83095 -2.54001  0.115
H71 -1.57743 4.50579 -3.09100  0.051
H72 -4.08437 4.09567 -0.16066  0.106
H73 -3.98755 5.60480 -1.12467  0.116
C26 2.39448 -1.93232 0.99963  -0.777
O14 1.32730 -1.47785 0.75126  -0.019
N16 2.61384 -3.17233 1.44051  0.179
N17 3.50320 -1.27743 0.86927  0.211
H74 3.56164 -3.33486 1.74930  0.107
H75 1.90291 -3.87417 1.58917  0.120
H76 3.52071 -0.36227 0.44232  0.066
H77 4.34617 -1.80778 1.03728  0.116
C27 -4.11100 0.66756 -0.26175  -0.827
O15 -3.40835 0.06033 -1.02059  -0.006
N18 -3.76211 1.08021 0.90218  0.192
N19 -5.33909 0.99779 -0.51570  0.193
H78 -2.83058 0.96381 1.27474  0.080
H79 -4.44820 1.69524 1.31584  0.110
H80 -5.69118 0.72451 -1.42205  0.133
H81 -5.78861 1.64824 0.11273  0.113

The following is a quantum chemistry calculation of a molecular structure, C25H40BO4V, from the OMol25 dataset.

The energy relative to the best compared isomer or geometry (same formula, charge and spin) comes out at 30.5 kcal/mol. The frontier orbital gap (spin up / spin down) is 7.674 / 7.652 eV. The calculation puts the largest force on an atom at 3.40 eV/Å. The net charge is +1. Its spin multiplicity is 2. The value obtained for the HOMO energy (spin up / spin down) is -11.10 / -11.02 eV.

Each line ends with the Löwdin charge.
Cartesian coordinates (Å):
O1 -1.57885 1.06753 -1.92054  -0.184
C1 -1.46144 0.53724 -3.33250  -0.087
C2 -2.86600 0.94138 -3.70093  -0.065
H1 -1.23927 -0.53335 -3.32855  0.105
H2 -0.69278 1.08688 -3.88562  0.112
C3 -2.81680 1.74441 -2.42660  -0.556
H3 -3.61054 0.14176 -3.67513  0.133
H4 -3.06959 1.58147 -4.53633  0.125
C4 -4.05741 1.47390 -1.65668  -0.026
H5 -4.09455 0.41439 -1.40185  0.102
H6 -4.96007 1.69366 -2.25060  0.122
H7 -4.08818 2.10427 -0.77454  0.079
C5 -2.53113 3.19590 -2.71604  0.011
H8 -1.71347 3.27248 -3.45057  0.103
H9 -2.19457 3.69740 -1.81126  0.063
H10 -3.44230 3.69292 -3.08910  0.116
V1 -0.00419 1.33279 -0.26065  0.776
C6 1.84127 2.51123 -0.03902  -0.167
C7 2.40975 1.27850 -0.46567  -0.076
C8 1.82405 0.94398 -1.71797  -0.084
H11 3.28267 0.83466 -0.02333  0.125
C9 1.01728 2.05092 -2.14601  -0.127
C10 1.00043 3.02925 -1.09412  -0.146
H12 0.47883 3.99634 -1.09833  0.136
H13 2.15701 3.05323 0.85885  0.141
H14 2.12086 0.07812 -2.29415  0.122
H15 0.68103 2.27064 -3.15430  0.116
C11 -0.30816 1.28384 2.23958  -0.114
C12 -0.41752 2.59167 1.50065  -0.114
C13 -1.55035 2.61570 0.63646  -0.124
H16 0.16821 3.47555 1.74270  0.137
C14 -2.20829 1.31125 0.80572  -0.076
C15 -1.46602 0.52772 1.67527  -0.052
H17 -1.83176 -0.41369 2.07401  0.136
H18 -0.22879 1.32414 3.36391  0.185
H19 -1.90842 3.49725 0.11162  0.109
H20 -3.15530 0.97334 0.38548  0.096
O2 -2.34213 -3.35985 -1.81190  -0.144
C16 -1.49513 -2.33810 -1.14349  -0.154
C17 -0.11161 -2.34630 -1.83445  -0.180
H21 -1.33488 -2.61028 -0.06883  0.121
H22 -2.00698 -1.33682 -1.16884  0.101
C18 -0.24681 -3.38666 -2.94731  -0.155
H23 0.63366 -2.65953 -1.10206  0.111
H24 0.11921 -1.35969 -2.18799  0.053
C19 -1.46271 -4.22943 -2.54422  -0.198
H25 0.68435 -3.95619 -3.04993  0.117
H26 -0.48481 -2.84658 -3.87572  0.109
H27 -1.12146 -5.09346 -1.92939  0.127
H28 -2.01290 -4.59714 -3.41484  0.121
C20 3.45363 -0.14075 4.40283  -0.015
C21 2.91236 -0.45229 3.01489  -0.452
C22 4.13263 -0.95556 2.23806  -0.018
O3 2.34105 0.72678 2.40951  0.090
B1 1.13578 0.37632 1.75259  -0.543
O4 0.96683 -1.04039 1.80900  0.075
C23 1.69652 -1.47921 2.96616  -0.474
C24 2.00005 -2.94987 2.80028  -0.003
C25 0.83884 -1.32968 4.21255  -0.007
H29 4.30274 0.55600 4.33540  0.101
H30 3.82273 -1.06246 4.88711  0.106
H31 2.70104 0.31333 5.05295  0.088
H32 4.85913 -0.13391 2.12484  0.100
H33 4.63944 -1.77053 2.79452  0.105
H34 3.85532 -1.32503 1.24290  0.089
H35 2.60035 -3.34468 3.63036  0.104
H36 1.04120 -3.47847 2.79299  0.098
H37 2.52967 -3.16666 1.87161  0.088
H38 0.52848 -0.29340 4.38703  0.082
H39 -0.06546 -1.93467 4.12451  0.102
H40 1.40425 -1.67352 5.08505  0.102

The following is a quantum chemistry calculation of a molecular structure, C26H26BrN8O8P2S2W, from the OMol25 dataset.

The energy relative to the best compared isomer or geometry (same formula, charge and spin) comes out at 26.5 kcal/mol. The frontier orbital gap (spin up / spin down) is 5.275 / 6.651 eV. The calculation puts the largest force on an atom at 2.17 eV/Å. The net charge is +1. Its spin multiplicity is 3. The value obtained for the HOMO energy (spin up / spin down) is -8.81 / -10.66 eV.

Each line ends with the Löwdin charge.
Cartesian coordinates (Å):
W1 1.00601 0.26024 1.40038  1.594
C1 3.78652 3.62409 0.81305  -0.008
C2 2.58834 2.83529 1.21966  -0.261
N1 2.68409 1.58468 1.71736  -0.130
N2 3.93824 1.12414 2.05537  0.010
C3 4.06461 0.00191 2.75020  -0.768
N3 5.30000 -0.36914 3.13589  0.121
S1 2.71427 -0.93406 3.10588  0.803
C4 1.27114 3.30843 1.20988  -0.225
C5 0.87016 4.60747 0.82869  0.001
C6 -0.42401 5.00295 1.00928  -0.044
C7 -1.34164 4.10791 1.58728  -0.039
C8 -0.92154 2.83964 1.88611  -0.164
N4 0.33773 2.40375 1.68172  -0.089
H1 4.46669 3.02090 0.20503  0.092
H2 4.33787 4.00794 1.67735  0.102
H3 3.50255 4.47836 0.20608  0.079
H4 4.73842 1.66691 1.76738  0.146
H5 6.06428 0.28528 3.14518  0.116
H6 5.38574 -1.18488 3.71711  0.105
H7 1.59977 5.29106 0.42072  0.111
H8 -0.73335 6.00098 0.73034  0.116
H9 -2.36172 4.39455 1.79378  0.112
H10 -1.60219 2.12862 2.33179  0.086
C9 1.75551 -4.11225 -1.56292  -0.050
C10 1.89614 -3.15057 -0.38658  -0.579
O1 2.62185 -3.71494 0.69813  -0.046
P1 0.30064 -2.74422 0.36083  0.539
O2 -0.51658 -4.00678 0.80702  -0.049
O3 -0.59555 -2.10323 -0.74858  -0.074
O4 0.50541 -1.77951 1.50362  -0.456
P2 2.59935 -1.50818 -0.92610  0.375
O5 4.15610 -1.86947 -1.07128  -0.101
O6 1.98292 -1.04791 -2.17458  -0.247
O7 2.54990 -0.67852 0.36946  -0.482
H11 1.16242 -4.98502 -1.28910  0.083
H12 2.75083 -4.45562 -1.84763  0.097
H13 1.30696 -3.61359 -2.42163  0.080
H14 3.56764 -3.59952 0.53892  0.101
H15 -0.26871 -4.39384 1.66038  0.128
H16 -1.11891 -2.69174 -1.32218  0.036
H17 4.45417 -1.72364 -1.97818  0.097
Br1 -2.23684 -4.73227 -2.58324  0.811
C11 -3.07487 -3.03579 -2.73221  -0.690
C12 -4.28708 -2.80664 -2.09917  -0.099
C13 -4.85744 -1.54617 -2.17586  -0.026
C14 -4.18654 -0.51731 -2.82317  -0.269
C15 -3.00074 -0.77464 -3.50416  -0.004
C16 -2.44578 -2.04178 -3.46843  -0.113
N5 -4.82225 0.77197 -2.87283  0.095
N6 -4.21585 1.79798 -2.53633  0.100
C17 -2.91436 1.68247 -1.93734  -0.229
C18 -1.83890 2.29878 -2.51988  0.000
C19 -0.52721 2.10178 -2.04584  0.050
C20 -0.33235 1.33449 -0.92671  -0.304
O8 0.84696 1.00795 -0.40815  -0.220
C21 -1.44830 0.83443 -0.23097  -0.166
N7 -1.14505 0.17824 0.92324  -0.057
C22 -2.12422 -0.38651 1.60613  -0.108
C23 -3.46200 -0.27334 1.20678  0.008
C24 -3.78307 0.41494 0.06572  0.033
C25 -2.75382 0.97000 -0.72035  -0.088
H18 -4.78262 -3.60337 -1.56186  0.111
H19 -5.81521 -1.34861 -1.71168  0.124
H20 -2.51179 0.00314 -4.07081  0.125
H21 -1.53106 -2.25062 -4.00635  0.116
H22 -2.00388 2.88551 -3.41534  0.127
H23 0.32239 2.51655 -2.57027  0.132
H24 -1.85751 -0.94046 2.49448  0.084
H25 -4.22653 -0.72441 1.82265  0.123
H26 -4.81849 0.54008 -0.22702  0.125
S2 0.10738 0.54289 3.75727  0.633
C26 -0.21116 -1.05808 4.18484  -0.838
N8 -0.44385 -2.14969 4.48177  0.097